Record 1
{
  "formula": "C5H13NO2",
  "method": "wB97M-V/def2-TZVPD",
  "homo_energy_ev": -7.1,
  "spin_multiplicity": 1,
  "homo_lumo_gap_ev": 7.6,
  "symbols": ["C", "C", "C", "C", "C", "N", "O", "O", "H", "H", "H", "H", "H", "H", "H", "H", "H", "H", "H", "H", "H"],
  "positions_angstrom": [[0.7079, -0.2696, -0.1098], [-1.0482, 1.1758, 0.0853], [-1.5446, -0.1229, -0.0573], [0.7390, -1.6955, -0.6186], [1.5186, 0.6636, -0.9819], [1.1088, -0.1572, 1.2830], [-0.7226, 1.7156, 1.2487], [-3.2865, 0.6284, 0.0682], [-0.1642, 1.0425, 1.7361], [-3.4695, 0.7531, 1.0096], [-1.1357, 1.8796, -0.7351], [1.0560, -1.0321, 1.7919], [2.0380, 0.2320, 1.4243], [-1.7382, -0.5028, -1.0466], [-1.5603, -0.7981, 0.7850], [0.3503, -1.7576, -1.6360], [1.1384, 0.6719, -2.0036], [1.7678, -2.0833, -0.6391], [0.1571, -2.3693, 0.0146], [2.5713, 0.3417, -1.0238], [1.5167, 1.6842, -0.5948]],
  "atomic_forces_ev_per_a": [[0.4, 0.9, 0.2], [1.3, -0.9, 0.0], [-2.3, 1.2, 0.4], [-0.2, 0.0, 0.0], [0.2, -0.1, 0.1], [-0.1, -0.1, 0.0], [0.1, -0.1, 0.0], [0.5, -0.8, 0.0], [0.0, 0.1, -0.2], [0.0, -0.1, -0.1], [0.2, -0.2, 0.0], [0.0, 0.0, -0.1], [-0.2, 0.0, -0.1], [0.2, -0.1, 0.0], [0.1, 0.0, 0.0], [0.0, 0.0, 0.0], [0.0, 0.0, 0.0], [0.0, 0.2, 0.0], [-0.1, 0.0, 0.0], [0.0, -0.1, 0.0], [-0.1, 0.0, 0.0]],
  "nbo_charge": [0.1116, 0.3145, -0.1863, -0.6565, -0.6584, -0.8874, -0.6858, -0.9678, 0.5051, 0.4341, 0.2041, 0.3787, 0.3796, 0.2321, 0.2141, 0.2225, 0.2226, 0.2075, 0.2084, 0.1900, 0.2174]
}

---

Record 2
{
  "formula": "C5H13NO2",
  "method": "wB97M-V/def2-TZVPD",
  "homo_energy_ev": -9.2,
  "spin_multiplicity": 1,
  "homo_lumo_gap_ev": 10.1,
  "symbols": ["C", "C", "N", "C", "C", "C", "O", "H", "H", "H", "H", "H", "H", "H", "H", "H", "H", "H", "H", "H", "O"],
  "positions_angstrom": [[0.7751, -1.8623, -1.2261], [1.0150, -0.9120, -0.0835], [0.6897, 0.4133, -0.2504], [-0.5602, 0.7464, -0.9348], [-1.5112, 1.6625, -0.1693], [1.2906, 1.3390, 0.6716], [1.5351, -1.3303, 0.9451], [1.5783, -1.8316, -1.9602], [0.6712, -2.8560, -0.8165], [-0.0938, -1.5960, -1.8163], [-0.3964, 1.2399, -1.8984], [-1.1344, -0.1446, -1.1514], [-2.1424, 1.2070, 0.5933], [-1.0406, 2.5811, 0.1682], [-2.2753, 2.0370, -0.8648], [2.1461, 1.9035, 0.2869], [1.6253, 0.8329, 1.5748], [0.6015, 2.1084, 0.9842], [-1.5100, -2.0893, 2.4675], [-0.1704, -1.6438, 1.8235], [-1.0933, -1.8049, 1.6565]],
  "atomic_forces_ev_per_a": [[-0.5, 0.2, -0.3], [0.2, -0.1, 0.2], [-0.2, -0.6, -0.1], [-0.6, 0.8, -0.3], [-0.9, 0.6, -0.5], [0.3, 0.8, 0.8], [0.4, 0.2, -0.3], [0.4, 0.0, 0.3], [0.0, -0.2, 0.0], [-0.3, -0.2, 0.1], [0.4, -0.1, 0.0], [0.2, -0.3, 0.1], [0.7, -0.2, 0.4], [0.0, -0.1, 0.3], [0.3, -0.2, -0.3], [0.1, -0.4, -0.4], [-0.1, -0.1, -0.1], [-0.3, 0.0, 0.1], [0.1, -0.1, 0.3], [0.8, 0.0, 0.3], [-1.0, 0.0, -0.5]],
  "nbo_charge": [-0.7086, 0.7186, -0.4572, -0.2069, -0.6260, -0.4241, -0.6600, 0.2380, 0.2437, 0.2182, 0.1824, 0.2142, 0.2244, 0.2042, 0.2162, 0.1927, 0.2379, 0.1996, 0.4701, 0.4923, -0.9698]
}

---

Record 3
{
  "formula": "C5H13NO2",
  "method": "wB97M-V/def2-TZVPD",
  "homo_energy_ev": -7.4,
  "spin_multiplicity": 1,
  "homo_lumo_gap_ev": 8.2,
  "symbols": ["C", "C", "O", "H", "H", "H", "H", "H", "H", "C", "C", "N", "C", "O", "H", "H", "H", "H", "H", "H", "H"],
  "positions_angstrom": [[-1.4627, -1.2608, 0.7393], [-1.9968, -0.0600, 0.1102], [-1.3144, -2.4068, -0.0582], [-0.9669, -2.1325, -0.9168], [-1.8887, -1.5581, 1.6941], [-0.1609, -0.8258, 0.8784], [-1.0401, 0.5654, -0.2494], [-2.5944, -0.2244, -0.7862], [-2.5058, 0.5989, 0.8089], [0.7014, 2.3321, 0.0836], [0.6793, 0.9082, -0.3798], [1.7212, -1.2686, -0.3157], [1.1058, -0.1714, 0.4108], [0.7504, 0.7736, -1.7521], [1.0707, -0.1339, -1.9027], [2.7164, -1.1439, -0.4586], [1.5390, -2.1605, 0.1230], [1.5263, 0.0709, 1.3841], [1.6217, 2.8324, -0.2385], [0.6354, 2.3846, 1.1716], [-0.1369, 2.8806, -0.3458]],
  "atomic_forces_ev_per_a": [[2.6, 0.4, 0.4], [0.9, 1.2, -0.6], [-0.3, -0.3, -0.5], [0.0, -0.1, 0.1], [0.1, 0.1, 0.0], [-2.5, -0.9, 0.5], [-1.6, -0.7, 0.4], [-0.1, 0.0, 0.0], [-0.2, 0.0, 0.0], [-0.5, -0.1, 0.0], [2.1, -1.1, 0.2], [-0.7, 0.0, 0.0], [0.9, 1.6, -1.2], [-0.3, 0.1, 0.4], [-0.1, 0.0, 0.0], [-0.1, 0.0, 0.2], [0.1, -0.1, -0.1], [-0.4, 0.0, 0.1], [-0.1, -0.2, 0.0], [0.0, 0.0, -0.1], [0.0, 0.1, 0.0]],
  "nbo_charge": [-0.0521, -0.6490, -0.7212, 0.4643, 0.1871, 0.1794, 0.2071, 0.2232, 0.2224, -0.6505, 0.2841, -0.8819, -0.2361, -0.7017, 0.4946, 0.3734, 0.3836, 0.2021, 0.2272, 0.2217, 0.2224]
}

---

Record 4
{
  "formula": "C5H13NO2",
  "method": "wB97M-V/def2-TZVPD",
  "homo_energy_ev": -8.6,
  "spin_multiplicity": 1,
  "homo_lumo_gap_ev": 9.3,
  "symbols": ["C", "C", "C", "N", "O", "H", "H", "H", "H", "H", "H", "H", "H", "H", "C", "C", "O", "H", "H", "H", "H"],
  "positions_angstrom": [[0.3114, -0.5062, 1.2197], [-1.0000, 0.0418, 0.1958], [-0.1528, -0.4393, 2.6590], [0.8149, -1.7601, 0.8432], [-1.0640, 1.4513, 0.3382], [-1.9482, 1.7546, 0.1061], [1.0534, 0.2681, 1.0173], [0.1487, -2.5084, 0.9998], [1.1200, -1.7550, -0.1438], [-1.1521, -0.3236, -0.8239], [-1.8422, -0.4333, 0.7169], [-0.5822, 0.5382, 2.8550], [-0.8992, -1.2056, 2.8655], [0.7045, -0.5846, 3.3170], [0.2143, 1.1101, -2.6707], [1.1481, 0.3230, -1.8002], [1.2787, -0.8902, -1.8401], [1.8713, 0.9467, -1.2371], [-0.4965, 0.4622, -3.1840], [-0.3167, 1.8260, -2.0382], [0.7888, 1.6843, -3.3954]],
  "atomic_forces_ev_per_a": [[-2.1, 1.8, -2.4], [0.4, -1.2, 2.9], [0.2, 0.1, -0.3], [0.6, -1.1, -0.7], [0.1, 0.1, -0.3], [0.1, 0.0, 0.1], [0.2, 0.0, 0.2], [0.1, 0.1, -0.1], [-0.2, -0.2, 0.9], [1.0, 0.1, -0.1], [-0.2, 0.2, 0.1], [-0.1, 0.1, 0.1], [0.0, -0.1, 0.0], [-0.1, -0.1, 0.0], [-0.4, -0.2, 0.4], [0.9, -0.8, -1.2], [-0.3, 1.3, 0.0], [-0.2, -0.2, 0.3], [0.1, 0.0, 0.0], [0.0, 0.0, -0.1], [0.2, 0.0, 0.0]],
  "nbo_charge": [-0.0098, -0.1234, -0.6240, -0.8482, -0.7447, 0.4701, 0.1789, 0.3499, 0.3988, 0.1645, 0.1455, 0.2216, 0.1978, 0.2207, -0.7352, 0.4603, -0.5603, 0.1192, 0.2283, 0.2488, 0.2412]
}

---

Record 5
{
  "formula": "C5H13NO2",
  "method": "wB97M-V/def2-TZVPD",
  "homo_energy_ev": -8.8,
  "spin_multiplicity": 1,
  "homo_lumo_gap_ev": 9.8,
  "symbols": ["C", "N", "C", "C", "O", "C", "O", "C", "H", "H", "H", "H", "H", "H", "H", "H", "H", "H", "H", "H", "H"],
  "positions_angstrom": [[0.9024, 1.2183, 1.5525], [0.6576, 1.1761, 0.1210], [0.1824, -0.1056, -0.4032], [0.6437, -0.2770, -1.8453], [1.0549, -1.6422, -2.0299], [-1.3301, -0.3517, -0.1982], [-1.6682, -1.6373, 0.2763], [-0.2820, 1.6607, 2.4213], [1.7452, 1.8805, 1.7080], [1.2156, 0.2330, 1.8476], [-0.0323, 1.8900, -0.0939], [0.6828, -0.9159, 0.1243], [1.4614, 0.4022, -2.1062], [-0.1023, -0.0468, -2.6195], [1.7961, -1.6569, -2.6405], [-1.7517, 0.4136, 0.4729], [-1.8403, -0.1855, -1.1358], [-1.0862, -1.8691, 1.0121], [-0.7208, 0.8486, 3.0044], [-1.0848, 2.1426, 1.8655], [0.0154, 2.4119, 3.1336]],
  "atomic_forces_ev_per_a": [[-0.4, 0.3, -0.1], [-0.3, -0.1, -0.3], [-0.2, 0.2, -0.1], [0.3, -0.3, -1.1], [0.0, 0.1, 0.1], [0.0, 0.6, 0.4], [0.1, -0.3, -0.1], [-0.2, 0.0, 0.3], [0.2, 0.2, 0.2], [0.3, -0.4, 0.2], [0.2, 0.0, -0.2], [0.3, 0.1, 0.2], [0.1, -0.1, 0.6], [-0.4, 0.0, 0.4], [-0.1, 0.0, 0.0], [0.3, -0.1, 0.1], [-0.3, -0.3, -0.4], [-0.1, 0.1, -0.2], [-0.1, 0.0, -0.2], [0.0, -0.1, -0.3], [0.3, 0.2, 0.4]],
  "nbo_charge": [-0.2194, -0.6132, -0.1149, -0.0592, -0.7299, -0.0714, -0.7078, -0.6403, 0.1914, 0.1876, 0.3472, 0.2051, 0.1791, 0.1565, 0.4706, 0.1532, 0.1762, 0.4625, 0.2092, 0.2035, 0.2137]
}

---

Record 6
{
  "formula": "C5H13NO2",
  "method": "wB97M-V/def2-TZVPD",
  "homo_energy_ev": -9.0,
  "spin_multiplicity": 1,
  "homo_lumo_gap_ev": 9.2,
  "symbols": ["C", "C", "N", "C", "C", "C", "O", "H", "H", "H", "H", "H", "H", "H", "H", "H", "H", "H", "H", "H", "O"],
  "positions_angstrom": [[-0.9340, -1.9560, -1.7113], [-0.9558, -1.6449, -0.2172], [-0.3224, -0.3823, -0.0147], [0.9347, 0.2757, 2.0792], [-0.4247, 0.4662, 1.1894], [-0.4881, 2.0512, 0.9012], [-1.5540, -2.3687, 0.5851], [-1.9543, -2.2155, -2.0354], [-0.4500, -2.8737, -2.0590], [-0.5883, -1.1073, -2.3287], [0.2893, 0.0450, -0.7445], [0.8386, 0.7487, 3.0863], [1.7774, 0.7431, 1.5253], [0.9899, -0.8034, 2.1789], [-1.3042, 0.2833, 1.8114], [-1.4448, 2.3415, 0.4793], [-0.1068, 2.6365, 1.7473], [0.2274, 2.2329, 0.1097], [1.5349, -0.0067, -2.7833], [2.3233, 1.1234, -1.9267], [1.6118, 0.4111, -1.8722]],
  "atomic_forces_ev_per_a": [[-0.5, -0.4, -1.0], [0.2, 0.9, -0.1], [-1.2, -0.2, 0.8], [-2.0, 0.4, -0.7], [2.0, 1.6, 1.4], [0.6, -2.0, -0.8], [1.3, 1.8, -0.8], [0.0, 0.6, 0.4], [0.6, 0.1, 0.7], [-0.2, -0.4, 0.4], [-1.0, -1.0, 0.7], [0.0, -0.3, -0.8], [-0.4, -0.6, 0.4], [0.7, -0.1, 0.2], [0.2, -0.8, -0.3], [-0.2, 0.3, 0.4], [-0.7, -0.3, 0.0], [0.4, 0.2, -0.4], [0.4, 1.0, 1.7], [-1.4, -1.5, -0.1], [1.4, 0.7, -1.9]],
  "nbo_charge": [-0.7187, 0.6908, -0.6792, -0.6223, -0.0256, -0.6189, -0.6134, 0.2424, 0.2338, 0.1976, 0.4344, 0.2039, 0.1962, 0.2198, 0.2099, 0.2125, 0.2164, 0.1915, 0.4931, 0.4966, -0.9610]
}

---

Record 7
{
  "formula": "C5H13NO2",
  "method": "wB97M-V/def2-TZVPD",
  "homo_energy_ev": -9.1,
  "spin_multiplicity": 1,
  "homo_lumo_gap_ev": 9.7,
  "symbols": ["C", "N", "C", "C", "C", "C", "O", "H", "H", "H", "H", "H", "H", "H", "H", "H", "H", "H", "H", "H", "O"],
  "positions_angstrom": [[-2.3463, 0.5323, 0.9120], [-1.3618, 0.1217, -0.0873], [2.5438, 0.0454, 0.0332], [1.0952, -0.3336, -0.3893], [0.0221, 0.2739, 0.5144], [0.2988, 1.8374, 0.6691], [0.9123, 2.3565, 1.5649], [-3.4555, 0.6234, 0.5085], [-2.1125, 1.4806, 1.4303], [-2.2993, -0.0988, 1.8190], [-1.5451, -0.8479, -0.5798], [3.3505, -0.4023, -0.5640], [2.7579, -0.3330, 1.0505], [2.8321, 1.0637, 0.1341], [0.9517, -1.4250, -0.3458], [0.9015, 0.2832, -1.4528], [-0.0194, -0.2215, 1.4698], [-0.5252, 2.4578, 0.1636], [-0.9311, -1.8728, -2.6597], [-0.0881, -2.7803, -1.9250], [-0.9815, -2.7607, -2.2657]],
  "atomic_forces_ev_per_a": [[-1.8, -0.3, 0.3], [0.8, -0.8, -0.8], [0.4, -1.8, 1.0], [0.3, 2.7, -1.9], [-0.7, 0.7, -1.6], [-3.0, -0.4, 1.6], [0.7, -0.5, -0.7], [2.4, -0.4, 0.7], [0.1, 0.1, -1.1], [-0.5, -0.5, -0.4], [0.5, 2.5, 1.8], [-0.6, -0.1, -0.3], [-0.3, -0.1, -0.3], [-0.5, 1.2, -0.3], [0.2, 0.4, -0.8], [0.4, -2.4, 2.3], [0.5, 0.1, 0.8], [1.3, -0.5, -0.5], [-0.6, -0.3, -0.2], [0.4, -0.6, 0.4], [0.2, 1.0, -0.2]],
  "nbo_charge": [-0.4289, -0.6670, -0.6308, -0.4024, -0.1565, 0.4290, -0.5081, 0.2143, 0.1995, 0.1681, 0.3952, 0.2163, 0.2084, 0.2244, 0.2109, 0.2067, 0.1926, 0.1223, 0.4664, 0.4628, -0.9235]
}

---

Record 8
{
  "formula": "C5H13NO2",
  "method": "wB97M-V/def2-TZVPD",
  "homo_energy_ev": -7.9,
  "spin_multiplicity": 1,
  "homo_lumo_gap_ev": 8.6,
  "symbols": ["C", "N", "C", "C", "C", "C", "H", "H", "H", "H", "H", "H", "H", "H", "H", "H", "H", "O", "H", "H", "O"],
  "positions_angstrom": [[-1.1310, -0.7155, -0.1221], [-0.0170, 0.1862, -0.2561], [-0.0686, 1.3424, -1.0114], [-1.2198, 1.9449, -1.3024], [1.9648, 2.6842, -0.7455], [1.2856, 1.7836, -1.4366], [-1.8271, -0.6163, -0.9655], [-0.8109, -1.7502, -0.1509], [-1.7765, -0.4982, 0.7320], [0.8760, -0.2294, -0.0521], [-2.1809, 1.5899, -0.9810], [-1.1952, 2.8679, -1.8747], [1.6358, 3.1964, 0.1499], [2.9493, 2.9831, -1.0729], [1.7076, 1.2981, -2.3051], [0.1343, -0.2665, 4.6157], [0.2605, 1.2363, 4.3924], [0.7578, 0.4732, 4.7040], [-0.3440, -6.3399, -0.1732], [-0.4523, -5.6689, -1.5465], [-0.5485, -5.5012, -0.5981]],
  "atomic_forces_ev_per_a": [[-0.9, 0.3, -0.6], [0.1, -0.7, 0.1], [0.1, -0.8, 0.5], [0.2, 0.9, -0.6], [0.6, 0.3, -0.3], [-0.6, 0.5, 0.5], [0.3, 0.1, -0.2], [0.2, -0.1, 0.4], [0.3, -0.2, 0.4], [0.1, 0.3, -0.2], [-0.1, -0.1, 0.2], [0.0, -0.2, 0.0], [-0.4, -0.2, -0.1], [0.2, 0.0, -0.1], [0.1, 0.0, -0.1], [0.3, 0.3, 0.1], [0.1, 0.0, 0.0], [-0.4, -0.3, -0.1], [0.0, 0.0, 0.0], [0.0, 0.0, 0.3], [0.0, 0.0, -0.3]],
  "nbo_charge": [-0.4170, -0.6071, 0.1578, -0.5453, -0.3602, -0.2236, 0.1961, 0.2115, 0.1823, 0.3903, 0.2002, 0.2081, 0.2020, 0.1922, 0.2122, 0.4679, 0.4687, -0.9365, 0.4697, 0.4699, -0.9391]
}

---

Record 9
{
  "formula": "C5H13NO2",
  "method": "wB97M-V/def2-TZVPD",
  "homo_energy_ev": -8.3,
  "spin_multiplicity": 1,
  "homo_lumo_gap_ev": 9.2,
  "symbols": ["C", "C", "N", "C", "C", "C", "H", "H", "H", "H", "H", "H", "H", "H", "H", "H", "H", "O", "H", "H", "O"],
  "positions_angstrom": [[-0.6513, 0.9318, 0.3531], [-1.6835, 0.4787, 1.0696], [-2.8324, 1.2552, 1.2355], [0.6976, 0.2749, 0.4075], [1.1971, -0.1992, -0.9296], [1.9023, 0.6029, -1.7148], [-0.6859, 1.7798, -0.3191], [-1.5836, -0.3715, 1.7340], [-3.7866, 0.9449, 1.3469], [-2.7288, 2.2517, 1.1943], [0.7832, -0.4426, 1.2223], [1.4425, 1.0381, 0.6774], [0.9023, -1.2040, -1.2170], [2.2872, 0.3572, -2.6928], [2.2100, 1.6118, -1.4528], [-2.4270, -1.6454, -1.2197], [-1.3803, -0.4484, -1.4055], [-1.8768, -1.1310, -1.8534], [3.1758, -1.5435, 0.4185], [3.8861, -1.2514, 1.7710], [3.0532, -1.5513, 1.3778]],
  "atomic_forces_ev_per_a": [[0.5, -1.0, 0.1], [-0.4, 1.4, 0.2], [-0.4, 0.2, 0.1], [0.8, 0.9, 0.3], [-0.2, -0.1, 0.2], [0.5, 0.1, -0.5], [-0.5, 0.2, 0.1], [0.0, -0.3, -0.2], [0.6, -0.4, 0.0], [0.0, 0.0, -0.3], [-0.2, -0.4, -0.3], [-0.3, 0.1, 0.3], [0.1, 0.0, -0.3], [-0.2, -0.5, -0.2], [-0.3, 0.0, 0.5], [0.9, 1.0, -0.4], [-0.2, 0.1, 0.7], [-0.9, -1.2, -0.3], [0.1, 0.1, 0.3], [-0.3, -0.1, -0.3], [0.2, 0.0, 0.1]],
  "nbo_charge": [-0.2867, -0.0022, -0.8509, -0.4805, -0.1844, -0.4035, 0.2048, 0.1906, 0.3887, 0.3826, 0.2366, 0.2078, 0.2126, 0.1987, 0.1866, 0.4718, 0.4844, -0.9606, 0.4781, 0.4729, -0.9476]
}

---

Record 10
{
  "formula": "C5H13NO2",
  "method": "wB97M-V/def2-TZVPD",
  "homo_energy_ev": -9.2,
  "spin_multiplicity": 1,
  "homo_lumo_gap_ev": 8.0,
  "symbols": ["C", "C", "C", "C", "C", "O", "N", "H", "H", "H", "H", "H", "H", "H", "H", "H", "H", "H", "H", "H", "O"],
  "positions_angstrom": [[0.2621, -2.0573, -0.6586], [0.2850, -0.8314, 0.2794], [-0.8668, 0.1485, 0.1695], [-0.4875, 1.4833, -0.4198], [-0.6508, 1.5400, -1.8643], [-0.9542, 0.5930, -2.5805], [0.3541, -1.2702, 1.6712], [-0.7105, -2.4758, -0.9166], [0.6408, -1.6804, -1.6123], [0.9617, -2.8191, -0.3251], [1.2265, -0.3159, 0.0785], [-1.0691, 0.0699, 1.2931], [-1.6871, -0.2945, -0.4064], [0.5042, 1.3757, -1.2243], [-0.8359, 2.4297, -0.0391], [-0.7676, 2.5510, -2.2876], [-0.1614, -2.1245, 1.8571], [-1.2738, -0.3081, 2.1469], [2.3729, 0.8116, 2.9679], [1.1765, 0.0125, 2.3259], [1.6127, 0.9122, 2.3988]],
  "atomic_forces_ev_per_a": [[0.1, 0.8, -0.9], [0.2, -1.8, 1.3], [0.2, 0.5, -1.6], [0.2, -0.8, -2.4], [-4.7, -0.1, -1.5], [0.7, -0.4, -0.2], [-1.8, 0.6, 1.1], [-0.1, 0.0, 0.5], [0.0, -0.2, -0.1], [-0.1, -0.1, 0.1], [-0.1, 0.3, 0.2], [-0.5, 1.7, -1.4], [-0.1, 0.2, 0.1], [1.0, 0.7, 3.4], [1.1, 0.3, 0.7], [0.9, 0.2, 0.1], [0.2, -0.4, -0.4], [2.4, -2.0, 0.8], [0.2, -0.1, 0.2], [0.6, 0.6, 0.3], [-0.4, -0.1, -0.2]],
  "nbo_charge": [-0.6090, -0.1227, -0.2923, -0.3681, 0.2478, -0.6046, -0.7144, 0.2158, 0.2264, 0.2189, 0.2152, 0.0789, 0.2383, 0.3005, 0.2605, 0.1497, 0.3578, 0.2500, 0.4634, 0.4963, -1.0083]
}

---

Which formula does entry 5 have?
C5H13NO2

---

What is the formula in the second record?
C5H13NO2